[1]
Molecular formula: C23H29NO6
Method: DFT, ωB97M-V/def2-TZVPD

CARTESIAN COORDINATES (ANGSTROEM)
C  -8.5519  -1.3234  1.3121
C  -8.0083  -1.7828  -0.0347
C  -6.4842  -1.7562  -0.0659
O  -6.0494  -0.4166  0.0307
C  -4.6529  -0.2879  0.0127
C  -4.3166  1.2018  0.0854
O  -2.9283  1.4130  0.2864
C  -2.1429  1.3306  -0.8038
O  -2.5587  1.0972  -1.9217
C  -0.7418  1.5470  -0.5128
N  0.1539  1.5388  -1.5655
C  1.3960  1.7107  -1.1079
C  1.3315  1.8485  0.2789
C  -0.0296  1.7349  0.6621
C  -0.5665  1.8191  2.0421
C  2.5252  2.0320  1.0813
O  2.5695  2.0123  2.2939
C  3.7627  2.3076  0.2383
C  3.8526  1.4425  -1.0324
C  4.1059  -0.0021  -0.6391
C  5.3961  -0.2699  -0.1871
C  5.7792  -1.5222  0.2678
O  7.0227  -1.8470  0.7248
C  7.9975  -0.8362  0.7935
C  4.8363  -2.5452  0.2612
C  3.5607  -2.3044  -0.1983
C  3.1742  -1.0454  -0.6551
O  1.9185  -0.8005  -1.1486
C  0.9146  -1.7662  -0.9599
C  2.6341  1.7181  -1.9240
H  -9.6387  -1.3063  1.2981
H  -8.1879  -0.3236  1.5311
H  -8.2262  -1.9937  2.1047
H  -8.3423  -2.7995  -0.2497
H  -8.3767  -1.1237  -0.8215
H  -6.1144  -2.2006  -1.0038
H  -6.0750  -2.3438  0.7717
H  -4.2326  -0.7198  -0.9085
H  -4.2025  -0.8081  0.8748
H  -4.6417  1.6922  -0.8372
H  -4.8187  1.6506  0.9436
H  -0.1355  1.3800  -2.5187
H  -1.2022  0.9618  2.2540
H  0.2540  1.8555  2.7526
H  -1.1798  2.7125  2.1528
H  3.7183  3.3627  -0.0500
H  4.6431  2.1655  0.8660
H  4.7411  1.7697  -1.5870
H  6.1081  0.5411  -0.1957
H  7.6861  -0.0209  1.4546
H  8.8862  -1.3122  1.2051
H  8.2316  -0.4329  -0.1975
H  5.1216  -3.5224  0.6151
H  2.8554  -3.1192  -0.1993
H  0.8049  -2.0310  0.0960
H  1.1044  -2.6706  -1.5479
H  -0.0077  -1.3027  -1.3092
H  2.7583  2.7072  -2.3808
H  2.5685  0.9841  -2.7279

Properties
HOMO in eV: -8.048
ΔE to the lowest compared entry with this formula, charge and spin in kcal/mol: 67.7
SMILES: CCCOCCOC(=O)c1[nH]c2c(c1C)C(=O)C[C@@H](c1cc(OC)ccc1OC)C2
DFT total energy in eV: -38096.694

Atomic partial charges in e from the natural (NBO) method, atoms 1 to 8: number 1, C, carries -0.61; number 2, C, carries -0.41; number 3, C, carries -0.05; number 4, O, carries -0.55; number 5, C, carries -0.08; number 6, C, carries -0.09; number 7, O, carries -0.50; number 8, C, carries 0.77

[2]
Molecular formula: C46H37F15GeIN2O4SSbV
Method: DFT, ωB97M-V/def2-TZVPD

CARTESIAN COORDINATES (ANGSTROEM)
V  -0.0433  -1.0854  -0.2503
C  -0.0086  -5.2766  -0.0888
C  0.6369  -3.9376  0.0871
O  -0.1029  -2.9296  -0.2685
C  1.9090  -3.7749  0.5474
C  2.5448  -2.5143  0.6398
C  3.9263  -2.4394  1.2068
N  1.9482  -1.4093  0.2471
N  2.7120  -0.2638  0.4134
C  2.0256  0.7637  0.0462
O  0.7998  0.6566  -0.4061
C  2.6729  2.0927  0.0378
C  2.2706  3.0532  -0.8844
C  2.9331  4.2701  -0.9531
C  3.9777  4.5420  -0.0814
C  4.3683  3.5910  0.8536
C  3.7272  2.3645  0.9065
H  0.1225  -5.6029  -1.1229
H  -1.0766  -5.1942  0.1073
H  0.4324  -6.0246  0.5665
H  2.4720  -4.6475  0.8425
H  4.2890  -3.4304  1.4681
H  3.9191  -1.8002  2.0912
H  4.6023  -1.9685  0.4932
H  1.4387  2.8424  -1.5451
H  2.6218  5.0124  -1.6771
H  4.4817  5.4991  -0.1230
H  5.1714  3.8088  1.5451
H  4.0251  1.6122  1.6245
C  -1.8812  -1.2871  -5.3212
C  -0.4998  -1.8310  -4.9822
C  -0.4889  -3.3562  -4.9603
Sb  0.3844  -1.0108  -3.1759
C  2.4091  -1.6486  -3.6354
C  3.4527  -0.6228  -3.2016
C  2.6938  -3.0083  -3.0015
C  0.5663  1.0725  -3.6933
C  0.8781  1.2795  -5.1711
C  -0.6372  1.8876  -3.2291
H  -2.1392  -1.5695  -6.3465
H  -1.9386  -0.2016  -5.2434
H  -2.6398  -1.6929  -4.6539
H  0.2120  -1.4875  -5.7400
H  -1.0759  -3.7476  -4.1255
H  0.5209  -3.7621  -4.8890
H  -0.9349  -3.7437  -5.8809
H  2.4343  -1.7475  -4.7256
H  3.4073  -0.4337  -2.1248
H  3.3405  0.3327  -3.7156
H  4.4574  -0.9971  -3.4216
H  2.6939  -2.9311  -1.9129
H  3.6792  -3.3740  -3.3057
H  1.9579  -3.7665  -3.2755
H  1.4379  1.3713  -3.1051
H  0.0343  0.9911  -5.8020
H  1.7511  0.7083  -5.4957
H  1.0812  2.3366  -5.3673
H  -1.5560  1.5755  -3.7262
H  -0.4813  2.9486  -3.4522
H  -0.8034  1.7828  -2.1564
F  -3.5882  -0.1373  2.1567
C  -3.6451  0.9403  2.9404
C  -2.4867  1.4871  3.4583
C  -2.6311  2.6217  4.2399
F  -1.5341  3.2228  4.7287
C  -3.8586  3.1830  4.5236
F  -3.9577  4.2747  5.2810
C  -4.9988  2.5980  3.9990
F  -6.1913  3.1248  4.2528
C  -4.8952  1.4728  3.2032
F  -5.9915  0.9163  2.6897
Ge  -0.6555  0.8839  3.0481
S  -0.3611  -1.0514  2.0959
C  -0.0118  2.5015  2.1167
C  -0.7193  2.8910  0.9902
F  -1.6398  2.0655  0.4810
C  -0.5362  4.1134  0.3785
F  -1.2106  4.4412  -0.7262
C  0.3727  5.0055  0.9187
F  0.5654  6.1881  0.3418
C  1.0983  4.6576  2.0405
F  1.9660  5.5228  2.5644
C  0.8983  3.4164  2.6182
F  1.5874  3.1492  3.7342
C  0.3473  0.6186  4.7188
C  -0.2110  0.4630  5.9762
F  -1.5375  0.5481  6.1478
C  0.5520  0.1968  7.0995
F  -0.0208  0.0597  8.2950
C  1.9220  0.0693  6.9738
F  2.6695  -0.1800  8.0442
C  2.5149  0.1983  5.7306
F  3.8369  0.0645  5.6059
C  1.7234  0.4630  4.6321
F  2.3313  0.5781  3.4449
I  -7.2625  -4.6663  1.0286
C  -5.7871  -3.4121  0.2446
C  -6.0370  -2.7126  -0.9292
C  -5.0512  -1.8886  -1.4447
C  -3.8342  -1.7494  -0.7846
C  -3.6002  -2.4469  0.3929
C  -4.5760  -3.2862  0.9077
C  -2.7865  -0.8910  -1.4090
O  -2.8591  -0.5068  -2.5549
O  -1.7638  -0.5757  -0.6283
H  -6.9866  -2.8143  -1.4358
H  -5.2127  -1.3453  -2.3660
H  -2.6650  -2.3201  0.9238
H  -4.3946  -3.8291  1.8251

Properties
Multiplicity: 2
HOMO (alpha / beta) in eV: -8.112 / -8.160
⟨S²⟩: 0.772
DFT total energy in eV: -207913.070

Atomic partial charges in e from the Löwdin method, atoms 1 to 8: number 1, V, carries 0.72; number 2, C, carries 0.01; number 3, C, carries -0.41; number 4, O, carries -0.21; number 5, C, carries -0.01; number 6, C, carries -0.31; number 7, C, carries -0.01; number 8, N, carries -0.08

[3]
Molecular formula: C8H13N2
Method: DFT, ωB97M-V/def2-TZVPD

CARTESIAN COORDINATES (ANGSTROEM)
C  1.4978  1.4913  0.5223
C  1.5532  1.0215  -0.8926
C  1.6176  -1.2313  0.5611
C  0.6758  -2.1633  -0.2125
C  -1.3398  0.9442  0.0607
C  -2.2669  0.3814  0.9988
C  0.9369  0.1708  0.2699
C  -0.4318  -0.1070  0.0508
N  -0.6021  -1.4254  -0.0538
N  -2.6794  0.6833  -0.4280
H  2.4708  1.6949  0.9255
H  0.7864  2.3000  0.6877
H  0.9107  1.2641  -1.7172
H  2.3315  0.4408  -1.3679
H  1.6867  -1.4616  1.5325
H  2.6338  -1.2372  0.0200
H  0.9904  -2.2410  -1.2923
H  0.6959  -3.1455  0.2663
H  -1.0725  1.9987  0.2154
H  -2.7439  1.1503  1.6674
H  -1.4704  -1.8557  -0.1601
H  -3.2293  1.5075  -0.5509
H  -2.9512  -0.1808  -1.1031

Properties
Net charge: +1
HOMO in eV: -11.873
ΔE to the lowest compared entry with this formula, charge and spin in kcal/mol: 150.5
DFT total energy in eV: -11474.962

Atomic partial charges in e from the natural (NBO) method, atoms 1 to 8: number 1, C, carries -0.38; number 2, C, carries -0.36; number 3, C, carries -0.36; number 4, C, carries -0.23; number 5, C, carries -0.21; number 6, C, carries -0.37; number 7, C, carries -0.14; number 8, C, carries 0.47

[4]
Molecular formula: C17H25I2OP2Yb
Method: DFT, ωB97M-V/def2-TZVPD

CARTESIAN COORDINATES (ANGSTROEM)
I  -5.3213  -2.0462  -1.8178
I  -3.8740  -4.2668  -1.1628
Yb  0.5717  0.0894  0.2758
P  0.8392  -0.1840  -2.5016
C  -0.0323  -1.0087  -3.8669
C  1.1956  1.4394  -3.2728
H  1.7055  1.2782  -4.2328
H  2.8460  -0.8388  -3.6888
H  1.8233  2.0599  -2.6222
H  3.2191  -0.5102  -1.9670
H  -1.0103  -0.5329  -4.0090
H  0.2467  1.9659  -3.4446
C  2.4935  -0.9608  -2.6552
H  0.5603  -0.9269  -4.7888
H  2.4119  -2.0315  -2.4210
H  -0.1855  -2.0649  -3.6140
P  -1.1421  0.0160  2.3898
C  -2.6801  -0.6528  3.0683
C  0.1144  -0.6499  3.5409
H  -0.2758  2.3037  2.6627
H  -1.3291  1.7843  4.0167
H  -2.0455  2.2529  2.4388
C  -1.1941  1.7599  2.9282
H  1.1305  -0.2811  3.3313
H  -0.1696  -0.3467  4.5556
H  -2.7438  -0.4154  4.1386
H  -2.6978  -1.7415  2.9222
H  0.1204  -1.7470  3.4765
H  -3.5311  -0.2098  2.5332
C  -1.3825  -0.8877  -0.4480
O  -2.3211  -1.4418  -0.8108
C  4.2312  3.5955  4.8396
C  2.9898  2.9395  4.9803
C  2.3971  2.3193  3.8911
C  3.0064  2.3186  2.6024
C  2.4555  1.7067  1.4625
C  3.0830  1.7476  0.2470
C  4.3478  2.4114  0.1125
C  4.9365  3.0252  1.2018
C  4.2961  3.0041  2.4705
C  4.8683  3.6233  3.6031
H  4.6928  4.0813  5.7001
H  2.4992  2.9246  5.9553
H  1.4394  1.8121  3.9973
H  2.6770  1.2966  -0.6729
H  4.8398  2.4278  -0.8567
H  5.8946  3.5361  1.1213
H  5.8306  4.1277  3.4832

Properties
Net charge: +2
Multiplicity: 2
HOMO (alpha / beta) in eV: -13.597 / -13.597
⟨S²⟩: 0.761
DFT total energy in eV: -86374.153

Atomic partial charges in e from the natural (NBO) method, atoms 1 to 8: number 1, I, carries 0.02; number 2, I, carries 0.00; number 3, Yb, carries 1.37; number 4, P, carries 0.71; number 5, C, carries -0.92; number 6, C, carries -0.92; number 7, H, carries 0.26; number 8, H, carries 0.26